--- w ---
{"formula": "C14H16", "method": "ωB97M-V/def2-TZVPD", "molar_mass_g_mol": 184.3, "e_lumo_ev": 0.936, "e_homo_ev": -8.96, "smiles": "Cc1ccccc1.Cc1ccccc1", "homo_lumo_gap_ev": 9.8942, "symbols": ["C", "C", "C", "C", "C", "C", "C", "H", "H", "H", "H", "H", "H", "H", "H", "C", "C", "C", "C", "C", "C", "C", "H", "H", "H", "H", "H", "H", "H", "H"], "xyz": [[-0.893, 2.212, 0.403], [-1.673, 2.607, -1.947], [-1.554, 1.749, -0.859], [-2.291, 2.184, -3.114], [-2.132, 0.497, -0.935], [-2.823, 0.902, -3.194], [-2.710, 0.035, -2.121], [-1.308, 3.627, -1.922], [-2.236, 2.750, -4.038], [-1.221, 1.639, 1.264], [-1.032, 3.265, 0.621], [-2.180, -0.135, -0.052], [-3.307, 0.556, -4.100], [-3.022, -0.994, -2.251], [0.194, 2.076, 0.434], [2.827, -0.816, 3.294], [0.890, -2.198, -0.253], [1.127, -3.073, 0.802], [1.380, -0.906, -0.202], [1.801, -2.605, 1.915], [1.998, -0.419, 0.938], [2.171, -1.272, 2.026], [0.446, -2.623, -1.139], [0.758, -4.087, 0.826], [1.253, -0.302, -1.086], [2.102, -3.262, 2.728], [2.354, 0.599, 0.981], [2.146, -0.811, 4.138], [3.229, 0.200, 3.239], [3.707, -1.397, 3.602]], "mulliken_charge": [-1.454, -0.452, 0.897, -0.480, -0.274, -0.387, -0.566, 0.363, 0.339, 0.360, 0.427, 0.312, 0.345, 0.390, 0.180, -1.464, -0.549, -0.537, -0.461, -0.387, -0.429, 0.895, 0.425, 0.389, 0.405, 0.357, 0.350, 0.302, 0.360, 0.343]}

***

--- x ---
{"formula": "C14H16", "method": "ωB97M-V/def2-TZVPD", "molar_mass_g_mol": 184.3, "e_lumo_ev": 0.899, "e_homo_ev": -8.90, "smiles": "Cc1ccccc1.Cc1ccccc1", "homo_lumo_gap_ev": 9.8020, "symbols": ["C", "C", "C", "C", "C", "C", "C", "H", "H", "H", "H", "H", "H", "H", "H", "C", "C", "C", "C", "C", "C", "C", "H", "H", "H", "H", "H", "H", "H", "H"], "xyz": [[3.618, -0.033, -0.288], [0.635, 0.000, -2.539], [1.809, -0.441, -1.897], [0.395, 1.357, -2.682], [2.686, 0.483, -1.339], [1.360, 2.294, -2.299], [2.408, 1.836, -1.533], [-0.237, -0.614, -2.714], [1.918, -1.511, -1.768], [-0.518, 1.626, -3.200], [1.234, 3.365, -2.376], [3.915, -1.070, -0.285], [3.389, 0.354, 0.707], [3.087, 2.502, -1.011], [4.598, 0.472, -0.440], [-2.374, -2.122, -0.089], [-0.837, -0.996, 1.533], [-2.140, -1.087, 1.014], [-0.674, -0.025, 2.515], [-1.728, 0.656, 3.133], [-3.222, -0.518, 1.657], [-3.012, 0.432, 2.663], [0.016, -1.512, 1.121], [0.357, 0.179, 2.773], [-3.308, -2.129, -0.637], [-2.081, -3.033, 0.436], [-1.577, 1.219, 4.043], [-4.223, -0.596, 1.249], [-3.857, 0.897, 3.142], [-1.635, -1.986, -0.890]], "mulliken_charge": [-1.451, -0.510, -0.239, -0.333, 0.727, -0.701, -0.309, 0.353, 0.328, 0.372, 0.348, 0.398, 0.267, 0.352, 0.396, -1.272, -0.594, 0.884, -0.261, -0.562, -0.596, -0.255, 0.410, 0.322, 0.384, 0.322, 0.363, 0.296, 0.361, 0.201]}

***

w comes first in stability; the runner-up is 78.0 kJ/mol higher.

***

--- w ---
{"formula": "C14H16", "method": "ωB97M-V/def2-TZVPD", "molar_mass_g_mol": 184.3, "e_lumo_ev": 0.909, "e_homo_ev": -8.98, "smiles": "Cc1ccccc1.Cc1ccccc1", "homo_lumo_gap_ev": 9.8878, "symbols": ["C", "C", "C", "C", "C", "C", "C", "H", "H", "H", "H", "H", "H", "H", "H", "C", "C", "C", "C", "C", "C", "C", "H", "H", "H", "H", "H", "H", "H", "H"], "xyz": [[-4.348, 0.861, 3.129], [-0.509, -1.021, 2.715], [-1.054, -0.157, 1.756], [-1.333, -1.370, 3.766], [-2.250, 0.508, 1.913], [-2.587, -0.757, 4.013], [-2.986, 0.172, 3.064], [0.439, -1.535, 2.687], [-0.457, 0.014, 0.859], [-1.026, -2.104, 4.502], [-2.532, 1.278, 1.217], [-3.181, -0.753, 4.914], [-5.026, 0.369, 3.835], [-4.854, 1.030, 2.186], [-4.225, 1.848, 3.593], [1.003, -1.168, -4.427], [3.213, 1.238, -1.704], [3.858, 0.630, -2.773], [1.851, 1.046, -1.521], [3.083, 0.001, -3.772], [1.088, 0.337, -2.410], [1.730, -0.187, -3.535], [3.912, 1.751, -1.054], [4.924, 0.673, -2.906], [1.481, 1.325, -0.536], [3.539, -0.338, -4.690], [0.096, 0.046, -2.117], [1.479, -2.138, -4.584], [0.855, -0.808, -5.457], [-0.021, -1.441, -4.155]], "mulliken_charge": [-1.450, -0.723, 0.092, -0.312, -0.724, -0.682, 1.090, 0.380, 0.278, 0.339, 0.354, 0.336, 0.371, 0.347, 0.299, -1.397, -0.505, -0.416, -0.338, -0.466, -0.518, 0.934, 0.352, 0.366, 0.293, 0.381, 0.352, 0.310, 0.318, 0.341]}

***

--- x ---
{"formula": "C14H16", "method": "ωB97M-V/def2-TZVPD", "molar_mass_g_mol": 184.3, "e_lumo_ev": 0.975, "e_homo_ev": -8.92, "smiles": "Cc1ccccc1.Cc1ccccc1", "homo_lumo_gap_ev": 9.8962, "symbols": ["C", "C", "C", "C", "C", "C", "C", "H", "H", "H", "H", "H", "H", "H", "H", "C", "C", "C", "C", "C", "C", "C", "H", "H", "H", "H", "H", "H", "H", "H"], "xyz": [[-2.446, 0.793, 0.238], [-3.681, 0.012, -1.787], [-2.608, -0.164, -0.920], [-3.939, -0.974, -2.742], [-1.792, -1.287, -0.991], [-3.219, -2.156, -2.743], [-2.097, -2.267, -1.931], [-4.386, 0.820, -1.655], [-4.697, -0.739, -3.482], [-1.832, 0.397, 1.031], [-3.420, 1.029, 0.664], [-0.893, -1.408, -0.401], [-3.474, -2.937, -3.448], [-1.504, -3.165, -2.015], [-2.035, 1.783, 0.012], [2.767, 1.685, 3.316], [2.853, -0.117, -0.578], [3.907, -0.315, 0.314], [1.716, 0.514, -0.109], [3.889, 0.292, 1.559], [1.593, 0.877, 1.230], [2.736, 0.901, 2.036], [2.910, -0.588, -1.550], [4.810, -0.747, -0.087], [0.931, 0.853, -0.777], [4.827, 0.285, 2.104], [0.620, 0.940, 1.697], [2.869, 1.061, 4.204], [1.935, 2.343, 3.512], [3.659, 2.279, 3.298]], "mulliken_charge": [-1.423, -0.566, 0.959, -0.332, -0.422, -0.571, -0.434, 0.361, 0.353, 0.291, 0.435, 0.336, 0.355, 0.360, 0.299, -1.390, -0.547, -0.519, -0.368, -0.425, -0.178, 0.603, 0.368, 0.336, 0.457, 0.354, 0.269, 0.308, 0.367, 0.363]}

***

--- y ---
{"formula": "C14H16", "method": "ωB97M-V/def2-TZVPD", "molar_mass_g_mol": 184.3, "e_lumo_ev": 0.940, "e_homo_ev": -8.90, "smiles": "Cc1ccccc1.Cc1ccccc1", "homo_lumo_gap_ev": 9.8360, "symbols": ["C", "C", "C", "C", "C", "C", "C", "H", "H", "H", "H", "H", "H", "H", "H", "C", "C", "C", "C", "C", "C", "C", "H", "H", "H", "H", "H", "H", "H", "H"], "xyz": [[0.659, 0.032, 2.088], [2.661, -0.558, 0.729], [1.873, 0.438, 1.287], [3.833, -0.202, 0.054], [2.297, 1.773, 1.268], [4.220, 1.112, -0.042], [3.406, 2.106, 0.515], [2.423, -1.609, 0.820], [4.458, -1.018, -0.288], [0.698, 0.481, 3.081], [0.632, -1.054, 2.160], [1.719, 2.461, 1.865], [5.195, 1.475, -0.342], [3.690, 3.143, 0.405], [-0.312, 0.310, 1.671], [-4.363, -1.560, -0.325], [-0.753, 0.288, -1.668], [-1.820, 1.105, -1.291], [-0.830, -1.088, -1.622], [-2.959, 0.492, -0.793], [-2.041, -1.682, -1.257], [-3.078, -0.905, -0.773], [0.153, 0.824, -1.911], [-1.690, 2.173, -1.189], [-0.039, -1.653, -2.097], [-3.867, 1.012, -0.509], [-2.087, -2.752, -1.355], [-4.123, -2.525, 0.115], [-5.140, -1.689, -1.042], [-4.816, -0.930, 0.448]], "mulliken_charge": [-1.398, -0.480, 1.048, -0.409, -0.604, -0.582, -0.337, 0.313, 0.364, 0.390, 0.344, 0.391, 0.338, 0.399, 0.227, -1.393, -0.228, -0.635, -0.591, -0.372, -0.448, 0.796, 0.377, 0.352, 0.414, 0.359, 0.347, 0.340, 0.296, 0.382]}

***

y comes first in stability; the runner-up is 31.4 kJ/mol higher.

***

--- w ---
{"formula": "H14LiO7", "method": "ωB97M-V/def2-TZVPD", "molar_mass_g_mol": 133.0, "e_lumo_ev": -3.568, "e_homo_ev": -13.62, "charge": 1, "homo_lumo_gap_ev": 10.0565, "symbols": ["Li", "O", "H", "H", "O", "H", "H", "O", "H", "H", "O", "H", "H", "O", "H", "H", "O", "H", "H", "O", "H", "H"], "xyz": [[0.339, 0.792, 0.081], [1.782, 1.311, 1.512], [1.513, 1.546, 2.413], [2.628, 1.415, 1.166], [0.370, -2.781, 1.344], [0.832, -2.828, 2.218], [0.413, -1.766, 1.201], [0.969, -1.321, -0.675], [1.617, -1.963, -0.855], [0.539, -1.104, -1.551], [-2.411, -1.484, -1.415], [-1.837, -0.765, -1.246], [-3.318, -1.189, -1.228], [-0.772, -0.070, 1.606], [-0.558, -0.205, 2.562], [-1.777, -0.146, 1.653], [-1.512, 0.962, -1.155], [-1.831, 1.670, -0.757], [-1.482, 1.119, -2.049], [1.252, 2.001, -1.473], [1.212, 2.443, -2.289], [2.032, 2.362, -1.062]], "mulliken_charge": [0.975, -0.621, 0.296, 0.272, -0.620, 0.320, 0.371, -0.567, 0.249, 0.290, -0.629, 0.370, 0.304, -0.488, 0.286, 0.261, -0.524, 0.247, 0.252, -0.578, 0.273, 0.261]}

***

--- x ---
{"formula": "H14LiO7", "method": "ωB97M-V/def2-TZVPD", "molar_mass_g_mol": 133.0, "e_lumo_ev": -3.514, "e_homo_ev": -14.35, "charge": 1, "homo_lumo_gap_ev": 10.8335, "symbols": ["Li", "O", "H", "H", "O", "H", "H", "O", "H", "H", "O", "H", "H", "O", "H", "H", "O", "H", "H", "O", "H", "H"], "xyz": [[-13.757, -14.255, 7.509], [-13.116, -13.695, 5.281], [-13.900, -14.122, 4.771], [-13.103, -12.804, 5.025], [-11.907, -15.178, 10.108], [-11.494, -14.921, 10.910], [-12.088, -14.343, 9.669], [-12.456, -16.061, 7.154], [-12.454, -16.949, 7.584], [-11.935, -15.540, 7.703], [-14.493, -12.193, 7.346], [-13.774, -11.580, 7.421], [-15.287, -11.722, 7.426], [-15.273, -15.195, 6.623], [-16.096, -15.088, 7.077], [-15.066, -16.134, 6.633], [-14.515, -14.411, 9.485], [-14.835, -13.576, 9.803], [-15.288, -14.884, 9.685], [-11.982, -13.279, 8.159], [-11.317, -12.962, 7.582], [-12.103, -12.558, 8.803]], "mulliken_charge": [0.929, -0.564, 0.326, 0.294, -0.585, 0.293, 0.276, -0.591, 0.331, 0.288, -0.482, 0.271, 0.245, -0.641, 0.295, 0.317, -0.478, 0.290, 0.233, -0.591, 0.221, 0.321]}

***

x comes first in stability; the runner-up is 110.1 kJ/mol higher.